# C28H61N8O8P3RbS3

C28H61N8O8P3RbS3 as an isolated structure at a distorted geometry (ωB97M-V/def2-TZVPD, the OMol25 dataset).

Properties
<S²>: 0.7556
HOMO (alpha / beta), eV: -0.0049 / -1.6733
Multiplicity: 2
Calculated total energy, hartree: -4386.45546
Frontier orbital gap (alpha / beta), eV: 3.44 / 5.11
Net charge: -2

Geometry as XYZ:
```
112
Properties=species:S:1:pos:R:3:mulliken_charge:R:1
Rb 0.40724 0.21180 -0.19503 0.668
C -3.69298 -1.17211 5.03452 -0.969
N -2.81421 -0.15256 4.50218 0.118
C -3.26975 1.20618 4.73816 -1.055
P -2.02794 -0.43413 3.06037 -0.251
O -1.11884 0.65099 2.70769 -0.375
O -3.29257 -0.58502 2.04147 0.258
P -3.10090 -0.69471 0.41796 -1.137
O -1.73810 -1.18113 0.14878 0.237
N -4.29851 -1.76690 0.04867 0.669
C -4.17828 -2.59316 -1.13625 -1.032
C -5.60503 -1.73929 0.66030 -1.089
N -3.40877 0.73647 -0.26192 1.063
C -4.66405 1.10477 -0.88914 -0.969
C -2.47954 1.85897 -0.09644 -0.041
N -1.35295 -1.93111 3.12502 0.647
C -2.00322 -3.12988 2.63907 -0.915
C 0.10985 -2.01388 3.07437 -1.132
H -3.84532 -1.00094 6.10382 0.381
H -3.23976 -2.15540 4.91380 0.239
H -4.67802 -1.17199 4.54418 0.228
H -3.30221 1.39811 5.81454 0.381
H -4.27415 1.38091 4.32478 0.290
H -2.57194 1.90032 4.27416 0.250
H -3.13846 -2.60882 -1.46095 0.200
H -4.78935 -2.21109 -1.96245 0.312
H -4.49531 -3.61513 -0.89908 0.297
H -5.60828 -1.07352 1.52150 0.225
H -5.88547 -2.74362 1.00054 0.299
H -6.37341 -1.39332 -0.04412 0.371
H -5.20723 0.21235 -1.20909 0.261
H -4.40377 1.67012 -1.78917 0.217
H -5.30339 1.69923 -0.22145 0.205
H -1.49777 1.53110 0.24634 -0.589
H -2.86693 2.55369 0.65800 0.145
H -2.36494 2.32455 -1.07487 0.052
H -3.08904 -3.02480 2.65558 0.305
H -1.72911 -3.97768 3.27634 0.366
H -1.69875 -3.34091 1.60780 0.153
H 0.57324 -1.06640 3.33482 0.486
H 0.44199 -2.28381 2.06538 0.131
H 0.45483 -2.77802 3.77815 0.427
C -1.72452 4.55203 -5.92093 -1.413
C -1.49212 3.99582 -4.53004 0.076
O -0.54801 2.93379 -4.63283 -0.121
P -0.21950 2.09397 -3.26223 0.215
S 1.03242 0.63911 -3.89499 -0.611
S 0.52982 3.37675 -1.89673 -0.572
O -2.70505 1.56747 -3.22383 -0.586
C -2.95282 0.32639 -3.72444 0.887
C -3.80061 0.35996 -5.00626 -1.523
H -2.42714 5.38939 -5.89431 0.377
H -2.13465 3.77731 -6.57215 0.293
H -0.78627 4.90397 -6.35562 0.314
H -2.41746 3.59526 -4.10495 0.155
H -1.09813 4.76461 -3.85760 0.296
H -3.49776 -0.33075 -2.98658 -0.484
H -2.01619 -0.22577 -3.95339 -0.013
H -4.74915 0.87215 -4.81024 0.323
H -4.02029 -0.64289 -5.39641 0.375
H -3.27248 0.92393 -5.77954 0.289
O 3.21612 -1.00133 2.87388 -0.747
N 3.96354 -1.78315 2.16511 0.742
C 3.55176 -3.06875 1.99803 -0.254
C 4.23736 -3.99423 1.25359 -0.471
C 5.42197 -3.59261 0.63454 -0.352
C 5.84136 -2.29625 0.81088 -0.660
C 5.13531 -1.34794 1.58059 -0.202
S 5.68417 0.24752 1.78095 -0.493
H 2.61237 -3.25503 2.49548 0.189
H 3.83586 -4.99460 1.15428 0.514
H 5.99857 -4.27496 0.02107 0.349
H 6.74765 -1.93170 0.34847 0.383
O 1.15253 2.15855 1.37878 0.282
C 1.97675 3.06595 1.34504 -0.525
C 1.53066 4.51390 1.29430 -0.621
C 1.96336 5.33615 2.50927 -0.615
C 3.40273 5.83911 2.45218 -0.664
C 4.46868 4.74890 2.45784 -0.622
C 4.36279 3.77829 1.28421 -0.759
N 3.29829 2.81253 1.41208 0.523
H 0.44812 4.47469 1.19763 0.199
H 1.90421 4.96849 0.37041 0.449
H 1.81039 4.74542 3.41976 0.308
H 1.29869 6.20154 2.59463 0.391
H 3.57711 6.52480 3.28909 0.337
H 3.52171 6.43705 1.53952 0.271
H 4.41648 4.16889 3.38452 0.273
H 5.45726 5.21980 2.43391 0.381
H 5.28076 3.19606 1.19933 0.339
H 4.26359 4.33889 0.34549 0.271
H 3.57914 1.84264 1.53183 -0.145
C 0.86275 -4.73412 -0.78086 -0.880
N 1.93968 -4.15294 -1.55244 0.365
C 2.96389 -5.08962 -1.95666 -1.261
C 2.26737 -2.83272 -1.25676 -0.343
O 1.78697 -2.26464 -0.28227 0.520
N 3.16021 -2.23626 -2.10108 0.384
C 3.63657 -0.90651 -1.73869 -0.520
C 3.09871 -2.44363 -3.53882 -0.824
H 0.34457 -5.48334 -1.38575 0.379
H 0.16415 -3.95455 -0.48877 0.079
H 1.23292 -5.22104 0.13314 0.282
H 3.21077 -5.76261 -1.12475 0.360
H 3.87274 -4.56228 -2.23586 0.400
H 2.63379 -5.70139 -2.80265 0.294
H 3.70750 -0.82181 -0.66145 -0.034
H 2.98203 -0.13322 -2.15319 0.115
H 4.63707 -0.78015 -2.15899 0.295
H 2.63714 -3.39749 -3.78046 0.377
H 4.11014 -2.42639 -3.95843 0.266
H 2.51276 -1.64662 -4.00719 0.076
```